No. 1
This record from OMol25 describes C33H60N8P2RbSe as an isolated structure at a distorted geometry. The level of theory is ωB97M-V with the def2-TZVPD basis set.

Element x y z (Å)
Rb: -0.49 -1.39 -0.42
C: -3.99 -3.27 1.13
C: -4.30 -2.09 0.21
N: -3.30 -1.86 -0.84
C: -3.38 -2.82 -1.94
C: -2.55 -2.38 -3.14
N: -1.11 -2.30 -2.89
C: -0.30 -3.40 -3.43
C: -0.23 -4.65 -2.53
C: 0.97 -4.70 -1.58
N: 0.84 -3.94 -0.33
C: 0.36 -4.71 0.83
C: -1.14 -4.57 1.12
N: -1.50 -3.19 1.45
C: -2.82 -3.07 2.08
H: -3.85 -4.18 0.54
H: -4.88 -3.44 1.73
H: -4.36 -1.18 0.82
H: -5.29 -2.25 -0.23
H: -3.48 -0.94 -1.23
H: -4.42 -2.95 -2.28
H: -3.03 -3.79 -1.58
H: -2.92 -1.40 -3.45
H: -2.76 -3.08 -3.96
H: -0.76 -1.43 -3.27
H: 0.71 -3.03 -3.60
H: -0.69 -3.71 -4.41
H: -0.19 -5.53 -3.17
H: -1.15 -4.73 -1.94
H: 1.84 -4.31 -2.12
H: 1.19 -5.76 -1.36
H: 1.75 -3.58 -0.10
H: 0.89 -4.36 1.72
H: 0.57 -5.77 0.71
H: -1.37 -5.25 1.95
H: -1.71 -4.90 0.25
H: -0.82 -2.85 2.13
H: -2.88 -2.08 2.53
H: -2.92 -3.80 2.90
C: 3.25 -0.27 -3.02
P: 2.19 0.07 -1.56
C: 1.94 1.90 -1.85
N: 3.01 2.61 -2.11
C: 2.89 3.93 -2.35
C: 4.05 4.72 -2.58
C: 3.91 6.06 -2.82
C: 2.62 6.66 -2.85
C: 1.50 5.92 -2.65
C: 1.62 4.53 -2.39
N: 0.51 3.79 -2.18
C: 0.64 2.51 -1.88
P: -0.94 1.54 -1.63
C: -1.76 2.03 -3.21
C: -1.88 2.53 -0.35
C: -0.97 2.66 0.88
C: -2.39 3.91 -0.78
C: -3.09 1.65 0.02
C: 3.42 0.04 -0.14
C: 3.47 -1.43 0.31
C: 4.84 0.50 -0.47
C: 2.84 0.89 0.99
H: 3.99 0.52 -3.16
H: 2.63 -0.35 -3.91
H: 3.76 -1.23 -2.88
H: 5.02 4.24 -2.56
H: 4.79 6.67 -2.98
H: 2.55 7.72 -3.05
H: 0.51 6.36 -2.69
H: -1.63 3.10 -3.40
H: -2.83 1.79 -3.16
H: -1.32 1.47 -4.03
H: -0.10 3.28 0.66
H: -0.62 1.68 1.22
H: -1.52 3.12 1.70
H: -1.59 4.53 -1.18
H: -2.82 4.41 0.09
H: -3.18 3.83 -1.53
H: -2.77 0.70 0.46
H: -3.71 1.44 -0.86
H: -3.72 2.17 0.74
H: 3.69 -2.11 -0.52
H: 2.52 -1.73 0.77
H: 4.26 -1.56 1.06
H: 5.36 -0.23 -1.10
H: 5.41 0.60 0.46
H: 4.85 1.46 -0.98
H: 1.81 0.62 1.22
H: 2.88 1.95 0.74
H: 3.43 0.73 1.91
C: -1.47 -0.42 6.48
N: -0.64 0.70 6.08
C: -0.30 1.78 6.88
C: 0.50 2.58 6.15
N: 0.64 1.98 4.90
C: 1.45 2.49 3.81
C: -0.06 0.82 4.87
Se: -0.20 -0.37 3.48
H: -1.77 -0.27 7.51
H: -0.92 -1.35 6.38
H: -2.36 -0.47 5.84
H: -0.65 1.88 7.89
H: 0.98 3.51 6.39
H: 1.54 3.57 3.91
H: 0.97 2.24 2.87
H: 2.44 2.04 3.83

Properties
**Total charge**: +1
**2S+1**: 1
**Energy relative to the best compared isomer or geometry (same formula, charge and spin)**: 0.000 eV
**HOMO**: -9.762 eV
**E_tot**: -131691.6621 eV

***

No. 2
This record from OMol25 describes C33H61AlB2BrCl2F5N2NaO3P2 as an isolated structure at a distorted geometry. The level of theory is ωB97M-V with the def2-TZVPD basis set.

Element x y z (Å)
C: -3.29 -0.86 1.43
C: -2.05 -0.02 1.74
P: -2.15 1.60 0.83
C: -0.90 2.68 1.64
P: -1.56 1.45 -1.37
C: -0.37 0.04 -1.12
O: 0.56 0.42 -0.14
C: 1.45 -0.61 0.23
C: 0.99 -1.88 0.55
C: 1.84 -2.90 0.94
C: 1.27 -4.26 1.28
C: 3.20 -2.67 1.03
C: 3.66 -1.40 0.73
C: 2.81 -0.37 0.33
C: 3.44 0.97 0.05
C: 2.97 1.62 -1.28
C: 3.22 1.93 1.25
O: -1.14 1.61 -3.15
C: -1.67 0.77 -4.09
C: -0.78 0.64 -5.32
C: -0.50 1.98 -5.99
C: -1.32 -0.44 -6.29
C: -0.29 -1.55 -6.48
C: 0.82 -1.07 -7.43
C: -0.88 -2.82 -7.08
B: -1.03 3.33 -1.28
C: 0.40 3.84 -1.67
O: -1.96 4.24 -0.87
C: -3.35 1.21 -1.77
C: -3.98 -0.04 -1.69
C: -5.33 -0.09 -2.00
C: -6.04 1.04 -2.37
N: -5.45 2.24 -2.48
C: -4.14 2.28 -2.20
H: -3.55 -1.50 2.28
H: -4.11 -0.22 1.10
H: -3.07 -1.57 0.62
H: -2.07 0.22 2.80
H: -1.16 -0.62 1.60
H: -0.92 2.36 2.69
H: -1.20 3.73 1.61
H: 0.11 2.49 1.29
H: -0.99 -0.82 -0.82
H: 0.15 -0.29 -2.02
H: -0.07 -2.10 0.49
H: 1.32 -4.45 2.36
H: 0.23 -4.29 0.95
H: 1.82 -5.02 0.72
H: 3.90 -3.44 1.31
H: 4.73 -1.19 0.81
H: 4.53 0.87 -0.03
H: 2.47 0.86 -1.88
H: 2.30 2.44 -1.03
H: 3.80 2.06 -1.82
H: 4.05 2.63 1.34
H: 2.32 2.54 1.08
H: 3.06 1.37 2.17
H: -2.62 1.21 -4.56
H: -1.85 -0.26 -3.73
H: 0.18 0.28 -4.92
H: 0.20 2.57 -5.39
H: -1.42 2.55 -6.21
H: 0.03 1.78 -6.92
H: -2.21 -0.91 -5.83
H: -1.56 -0.03 -7.27
H: 0.20 -1.81 -5.55
H: 0.40 -0.63 -8.35
H: 1.43 -1.92 -7.71
H: 1.48 -0.36 -6.92
H: -1.00 -2.76 -8.17
H: -0.18 -3.64 -6.91
H: -1.83 -3.13 -6.63
H: 0.94 3.10 -2.25
H: 0.94 4.13 -0.76
H: 0.26 4.72 -2.32
H: -1.66 5.12 -1.11
H: -3.41 -0.92 -1.40
H: -5.85 -1.04 -1.96
H: -7.10 0.99 -2.58
H: -3.66 3.25 -2.29
C: 2.05 -0.04 5.42
C: 0.95 -0.56 6.35
N: 1.30 -0.46 7.77
C: 0.41 -1.20 8.63
C: -1.07 -0.77 8.70
C: 1.66 0.87 8.22
C: 0.64 2.00 8.02
H: 2.98 -0.56 5.70
H: 1.84 -0.23 4.34
H: 2.19 1.03 5.52
H: 0.79 -1.62 6.11
H: 0.01 -0.05 6.12
H: 0.82 -1.20 9.65
H: 0.43 -2.25 8.31
H: -1.20 0.15 9.27
H: -1.65 -1.54 9.20
H: -1.50 -0.63 7.70
H: 2.58 1.15 7.71
H: 1.93 0.82 9.28
H: 0.20 1.98 7.02
H: 1.14 2.97 8.13
H: -0.16 1.97 8.75
Al: -4.31 1.28 -4.80
F: 5.09 -4.39 -0.21
Cl: 0.08 0.35 3.68
Br: 6.28 -2.72 -0.14
Na: -5.77 0.69 1.20
B: 1.44 -2.84 -3.52
F: 2.42 -2.03 -2.95
F: 0.14 -2.24 -3.25
F: 1.61 -2.85 -4.92
F: 1.46 -4.13 -3.02
Cl: 7.37 -4.17 -1.81

Properties
**Total charge**: -1
**2S+1**: 1
**HOMO**: -2.803 eV
**E_tot**: -183952.1544 eV

***

No. 3
This record from OMol25 describes a 14-piece molecular cluster, C33H62B2Cl26F2O6Si2 overall at a distorted geometry. The level of theory is ωB97M-V with the def2-TZVPD basis set.

Element x y z (Å)
C: 6.30 0.98 0.43
C: 5.68 0.17 -0.82
O: 4.50 0.77 -1.42
B: 3.50 1.10 -0.43
O: 3.48 2.41 0.22
Si: 2.10 -0.17 0.03
C: 2.62 -1.99 -0.26
C: 2.95 -2.83 1.08
C: 1.78 -3.92 1.27
C: 1.71 -4.57 2.72
O: 1.83 -3.93 3.80
O: 1.42 -5.97 2.83
C: 2.51 -6.79 2.31
C: 2.13 -7.58 0.94
B: 1.42 0.23 1.81
O: 1.01 1.62 2.05
O: 1.24 -0.69 2.90
C: 2.21 -0.32 3.95
C: 0.63 0.17 -1.22
F: 0.40 1.59 -1.32
F: 1.14 -0.33 -2.50
C: -0.69 -0.69 -0.89
C: -2.07 0.05 -1.24
Si: -3.21 0.36 0.31
C: -4.49 1.71 -0.14
C: -2.21 1.01 1.84
C: -4.11 -1.28 0.81
C: -4.67 -1.37 2.26
C: -5.38 -2.66 2.79
C: -5.51 -3.86 1.82
C: -4.98 -3.75 0.34
C: -4.28 -2.46 -0.19
H: 6.16 2.11 0.38
H: 5.88 0.52 1.40
H: 7.44 0.79 0.42
H: 5.56 -0.93 -0.52
H: 6.50 0.17 -1.64
H: 3.83 2.31 1.15
H: 1.78 -2.53 -0.82
H: 3.59 -1.97 -0.88
H: 3.91 -3.43 0.85
H: 3.18 -2.21 2.00
H: 2.02 -4.78 0.54
H: 0.77 -3.50 0.90
H: 2.77 -7.61 3.08
H: 3.44 -6.15 2.05
H: 1.02 -7.83 0.83
H: 2.68 -8.60 0.90
H: 2.48 -7.02 0.00
H: 0.59 1.98 1.23
H: 1.76 -0.33 5.00
H: 2.66 0.73 3.79
H: 3.11 -1.05 3.96
H: -0.74 -1.07 0.19
H: -0.62 -1.63 -1.56
H: -2.68 -0.69 -1.89
H: -1.96 1.00 -1.88
H: -5.20 1.26 -0.93
H: -3.90 2.61 -0.53
H: -5.06 1.95 0.84
H: -1.55 0.16 2.22
H: -2.97 1.23 2.68
H: -1.66 1.99 1.64
H: -4.54 -0.46 2.93
H: -5.74 -2.67 3.88
H: -6.03 -4.81 2.21
H: -5.12 -4.68 -0.30
H: -3.90 -2.41 -1.27
C: -5.82 2.02 5.01
Cl: -6.06 0.27 5.00
Cl: -4.66 2.53 3.76
H: -6.77 2.51 4.82
H: -5.43 2.32 5.98
C: -6.47 -0.27 -3.23
Cl: -6.63 -0.49 -1.48
Cl: -5.39 1.08 -3.60
H: -6.07 -1.18 -3.66
H: -7.45 -0.06 -3.65
C: -6.05 4.63 -5.47
Cl: -7.22 3.31 -5.63
Cl: -4.54 4.10 -4.73
H: -5.84 5.01 -6.47
H: -6.49 5.42 -4.86
C: -2.16 1.24 -6.16
Cl: -1.22 1.39 -4.67
Cl: -3.59 0.22 -5.91
H: -2.49 2.23 -6.48
H: -1.54 0.79 -6.93
C: 3.88 4.67 2.70
Cl: 4.00 6.35 3.21
Cl: 5.09 3.66 3.51
H: 2.89 4.29 2.95
H: 4.03 4.61 1.62
C: -0.68 -8.17 3.42
Cl: -2.22 -8.99 3.69
Cl: 0.65 -9.34 3.29
H: -0.74 -7.60 2.49
H: -0.48 -7.51 4.25
C: 1.35 7.22 0.80
Cl: 1.53 8.73 -0.11
Cl: -0.32 6.99 1.33
H: 1.64 6.39 0.17
H: 1.99 7.27 1.68
C: 5.91 -8.20 0.43
Cl: 4.69 -8.14 -0.84
Cl: 6.30 -6.57 1.02
H: 5.53 -8.79 1.26
H: 6.81 -8.65 0.04
C: 3.03 9.51 5.29
Cl: 4.60 9.44 4.47
Cl: 1.91 8.31 4.63
H: 3.17 9.32 6.35
H: 2.61 10.51 5.14
C: -8.18 -0.94 -6.99
Cl: -7.97 0.72 -6.40
Cl: -7.05 -2.05 -6.20
H: -9.20 -1.26 -6.79
H: -7.99 -0.95 -8.06
C: 6.87 1.05 6.12
Cl: 8.60 0.75 6.31
Cl: 6.10 -0.20 5.13
H: 6.40 1.06 7.11
H: 6.72 2.02 5.64
C: 0.11 3.42 -8.63
Cl: -0.13 1.67 -8.74
Cl: 1.29 3.99 -9.81
H: -0.84 3.92 -8.81
H: 0.46 3.67 -7.63
C: 2.22 4.11 -5.17
Cl: 1.00 5.30 -5.64
Cl: 3.53 4.87 -4.26
H: 1.76 3.35 -4.55
H: 2.63 3.66 -6.07

Properties
**2S+1**: 1
**Energy relative to the best compared isomer or geometry (same formula, charge and spin)**: 8.078 eV
**HOMO**: -8.422 eV
**E_tot**: -395634.1250 eV

***

No. 4
This record from OMol25 describes C33H62F4Li2N2O41S4 as an isolated structure at a distorted geometry. The level of theory is ωB97M-V with the def2-TZVPD basis set.

Element x y z (Å)
Li: -0.93 -7.18 24.76
Li: -1.44 -5.74 22.70
N: -1.67 -7.71 22.94
S: -3.32 -8.25 22.74
O: -3.63 -9.53 23.28
O: -4.00 -7.90 21.52
F: -4.05 -7.21 23.81
S: -1.19 -8.85 22.12
O: -1.16 -8.70 20.68
O: -1.03 -10.17 22.70
F: 0.31 -8.47 22.44
N: -0.65 -5.21 24.36
S: 0.95 -4.61 24.18
O: 1.90 -4.68 25.30
O: 1.22 -3.66 23.11
F: 1.53 -5.91 23.40
S: -0.98 -4.15 25.38
O: -0.58 -2.75 25.21
O: -1.05 -4.73 26.73
F: -2.53 -3.92 25.02
C: 0.27 -13.71 23.80
C: -1.24 -13.63 23.78
O: -1.65 -14.18 25.04
C: -0.67 -14.95 25.43
O: -0.66 -15.88 26.27
O: 0.41 -14.72 24.69
H: 0.78 -12.93 24.37
H: 0.65 -13.87 22.79
H: -1.55 -14.23 22.93
H: -1.49 -12.60 23.50
C: -7.64 -7.70 20.82
C: -7.79 -7.85 22.36
O: -8.55 -9.07 22.37
C: -8.45 -9.74 21.24
O: -8.93 -10.84 21.08
O: -7.80 -9.00 20.31
H: -6.67 -7.33 20.51
H: -8.39 -6.99 20.45
H: -8.40 -7.07 22.82
H: -6.79 -8.04 22.74
C: -2.12 -5.06 19.00
O: -0.64 -5.17 18.89
C: 0.08 -5.48 19.95
O: -0.36 -5.63 21.06
O: 1.29 -5.74 19.49
C: 2.40 -5.96 20.41
H: -2.50 -5.92 19.54
H: -2.55 -4.85 18.02
H: -2.43 -4.19 19.58
H: 3.36 -6.22 19.96
H: 2.22 -6.76 21.14
H: 2.51 -5.06 21.02
C: 2.74 -10.06 22.28
O: 2.70 -10.20 20.89
C: 2.45 -11.40 20.31
O: 2.17 -12.43 20.91
O: 2.58 -11.32 18.95
C: 2.28 -12.45 18.15
H: 3.71 -10.43 22.60
H: 1.86 -10.40 22.84
H: 2.77 -9.00 22.51
H: 2.56 -13.45 18.49
H: 2.85 -12.17 17.26
H: 1.26 -12.45 17.77
C: -0.91 -7.99 28.69
O: -2.23 -7.66 28.67
C: -2.88 -7.61 27.47
O: -2.39 -7.71 26.34
O: -4.19 -7.45 27.78
C: -5.17 -7.22 26.79
H: -0.24 -7.64 27.90
H: -0.84 -9.07 28.74
H: -0.42 -7.73 29.63
H: -6.20 -7.37 27.11
H: -5.09 -7.84 25.89
H: -5.05 -6.20 26.41
C: -1.22 -1.68 21.38
O: -2.52 -1.66 22.00
C: -3.19 -2.82 22.23
O: -2.72 -3.95 22.02
O: -4.48 -2.56 22.69
C: -5.34 -3.53 23.28
H: -1.25 -1.86 20.31
H: -0.63 -2.48 21.82
H: -0.72 -0.76 21.70
H: -4.93 -4.52 23.48
H: -6.18 -3.79 22.63
H: -5.74 -3.28 24.26
C: -5.20 -14.06 24.05
O: -5.73 -13.28 23.03
C: -4.90 -12.90 22.12
O: -3.70 -13.27 21.94
O: -5.57 -11.93 21.45
C: -4.89 -11.23 20.40
H: -5.33 -15.13 23.88
H: -5.73 -13.74 24.94
H: -4.18 -13.91 24.40
H: -5.40 -10.47 19.81
H: -4.64 -11.86 19.55
H: -4.05 -10.65 20.80
C: -3.48 -8.30 17.89
O: -4.80 -7.91 18.31
C: -5.44 -6.91 17.63
O: -4.87 -6.08 16.90
O: -6.74 -6.85 18.02
C: -7.61 -5.87 17.52
H: -3.07 -8.89 18.71
H: -2.78 -7.48 17.71
H: -3.65 -8.94 17.03
H: -7.15 -4.89 17.47
H: -8.51 -5.79 18.13
H: -8.08 -6.22 16.60
C: -3.58 -12.78 29.46
O: -4.83 -12.17 29.14
C: -5.15 -11.64 27.94
O: -6.26 -11.14 27.64
O: -4.15 -11.86 27.00
C: -4.21 -11.18 25.75
H: -3.22 -13.47 28.70
H: -3.55 -13.41 30.35
H: -2.96 -11.89 29.59
H: -3.61 -11.79 25.08
H: -3.98 -10.13 25.89
H: -5.25 -11.31 25.45
C: -3.19 -11.56 15.50
O: -2.97 -11.33 16.85
C: -2.07 -12.06 17.53
O: -1.31 -12.91 17.03
O: -2.17 -11.81 18.80
C: -1.40 -12.41 19.86
H: -3.20 -12.59 15.16
H: -2.48 -11.05 14.83
H: -4.17 -11.18 15.21
H: -1.76 -13.43 19.99
H: -1.73 -12.02 20.82
H: -0.31 -12.42 19.82
C: 3.29 -8.28 24.99
O: 2.49 -9.42 25.31
C: 1.21 -9.38 25.56
O: 0.48 -8.37 25.51
O: 0.85 -10.66 25.66
C: -0.42 -10.99 25.89
H: 2.76 -7.50 24.45
H: 4.18 -8.62 24.45
H: 3.64 -7.86 25.94
H: -0.75 -10.27 26.65
H: -0.61 -11.95 26.36
H: -1.06 -10.88 25.02

Properties
**2S+1**: 1
**HOMO**: -10.600 eV
**E_tot**: -176770.4426 eV